The following is a quantum chemistry calculation of a molecular structure, C32H56BeBrCl4F2IN3O7S, from the Open Molecules 2025 dataset.

Geometry as ORCA input:
```
! RIJCOSX wB97M-V def2-TZVPD def2/J DEFGRID3
* xyz 1 1
H 8.30433 4.50757 -0.29828
H 0.96109 -0.45333 -4.33186
H 2.69810 -3.59341 -5.95010
C -2.77285 2.71440 -0.52691
C -4.75748 -1.90771 -2.82578
C -2.42482 1.10204 4.19385
C 0.34932 -2.34936 -0.02357
C 2.35744 -3.33533 -4.95634
C 5.64981 -0.47553 -0.88525
H -6.76725 1.64571 1.15310
H 1.24207 -2.89134 -0.29704
O 0.89893 -3.17681 2.11399
H 0.32290 1.41757 1.93768
H -3.13058 1.91169 -1.16903
H -6.43263 2.86579 -0.12880
C 0.22727 0.35162 1.77211
C 2.62949 0.90636 2.35804
H -1.13534 3.12761 0.75322
H 3.23624 -3.05540 -4.37330
O 4.44105 -5.45201 -5.48512
H 4.40448 1.32945 3.36018
C -7.09953 -1.39493 0.37078
H -5.69286 1.27859 -1.64219
C 0.48459 -0.71710 -1.81802
O -8.10699 -1.64732 1.26725
H -0.49276 -2.63701 -0.64231
H -4.61190 -1.91843 -1.74845
C -0.57395 1.39774 -0.35012
N -6.37531 -3.01438 1.61993
O -1.25624 -2.78090 1.79662
H 1.72009 -2.52117 -2.25730
H -2.01477 1.71668 1.25814
Cl 3.79367 -2.34929 0.74929
H 2.78379 1.72320 1.64181
H 0.36039 1.94815 -0.43922
H 0.99243 0.20293 -2.07806
H 1.89379 -4.21527 -4.51431
Be -10.27014 -1.75765 0.23798
O -3.21681 -0.13112 -2.63018
C 0.03956 -2.79482 1.41128
H -2.36120 3.47375 -1.19071
S -7.36554 -0.16704 -0.81808
H -0.51564 1.91378 3.74427
H 3.03276 -1.52499 -1.26412
H 4.65831 0.15101 2.11200
C -3.88264 -0.77436 -3.46317
H 4.28754 0.76091 0.25142
C -0.57738 -0.15211 2.99319
C 0.98787 -1.85703 -2.70615
C -7.57992 -2.68452 2.00259
Br 6.32281 7.38034 -0.52594
C -1.63969 2.23609 0.38170
H 0.14789 -2.47890 -3.00432
Cl 7.92371 2.45863 0.78622
H -0.93341 1.23814 -1.35944
O 1.45394 -2.24334 -5.05888
Cl 3.67820 0.99085 -1.97150
Cl 4.76810 3.53927 0.05458
C 1.56238 -1.30783 -4.03047
H -2.93279 0.14559 4.20132
C 6.23942 4.49409 0.21630
H 5.37400 -5.34828 -5.27249
N -6.06821 -2.17869 0.53911
H 0.00363 -0.91936 3.49661
O -3.99718 -0.68670 -4.68406
H -0.57277 -0.60608 -1.99212
N 0.61841 -0.88608 -0.30402
H 4.84088 -0.86385 4.37286
H -5.03773 0.24758 -0.40006
H 5.98825 -1.23412 -0.19179
H 1.99198 0.61179 -0.15884
H -5.80104 -1.69968 -3.05307
C -0.36151 0.06702 0.38795
H 5.68806 -0.82499 -1.91116
H -1.71196 -3.56842 1.46655
H 7.33499 3.41163 -1.29504
F 1.93000 1.45442 3.43147
H -3.36826 4.04136 1.00073
C 1.71500 -0.14542 1.73774
H 6.06167 5.43407 -0.43306
H 1.77144 -1.02940 2.36360
C 4.26830 0.03930 -0.55194
C 1.93055 -0.39962 0.24977
H 3.41836 -1.54522 3.59963
H -4.19585 1.51790 1.35908
I -2.90939 2.09614 6.02172
C -6.06887 1.98954 0.39945
C 3.19982 -1.03666 -0.31310
H -2.86222 1.71740 3.41658
H 3.25283 -0.25010 4.79200
F -1.56913 -0.56718 0.42236
C 7.47501 3.80353 -0.29105
C 3.86052 -0.62745 3.97549
H 6.34698 0.35670 -0.81832
H 2.60304 -1.02083 -3.87727
H -0.51360 0.66740 4.99353
H 4.26068 -6.38152 -5.31148
H -5.06101 2.90779 2.02926
H 6.33563 4.80609 1.25080
C -0.91562 0.94495 4.02628
H -4.48485 -2.87394 -3.24513
H -1.50242 -0.61112 2.66960
H -4.48091 4.00946 -0.33106
C -5.88381 0.88173 -0.65158
H -8.16921 -3.09823 2.79878
C 3.97034 0.44385 2.89706
C -3.87373 3.37005 0.30558
C -4.76449 2.41344 1.10850
*
```

The LUMO energy is -8.58 eV.